{
  "formula": "C23H24N4O3",
  "method": "ωB97M-V/def2-TZVPD",
  "species": ["C", "C", "N", "C", "C", "N", "C", "C", "C", "N", "C", "O", "C", "C", "C", "C", "N", "C", "C", "C", "C", "C", "C", "O", "C", "C", "C", "O", "C", "C", "H", "H", "H", "H", "H", "H", "H", "H", "H", "H", "H", "H", "H", "H", "H", "H", "H", "H", "H", "H", "H", "H", "H", "H"],
  "coordinates": [[-3.40448, -1.80252, 2.46496], [-3.56008, -0.66685, 1.45432], [-4.04558, -1.15612, 0.18263], [-5.47462, -1.21281, -0.04010], [-5.90014, -0.07208, -0.98398], [-5.51197, 1.20444, -0.45542], [-6.21302, 1.99660, 0.38049], [-5.40432, 3.06383, 0.69558], [-4.21554, 2.81605, -0.00256], [-4.29706, 1.69108, -0.68675], [-3.24936, -1.60531, -0.81878], [-3.70616, -2.14785, -1.80834], [-1.78117, -1.35841, -0.66260], [-0.90777, -2.42839, -0.45116], [0.45851, -2.24620, -0.36894], [0.93716, -0.95322, -0.52029], [2.21511, -0.44006, -0.49747], [2.07751, 0.82262, -0.70026], [3.16154, 1.83813, -0.77365], [4.49088, 1.24321, -0.39969], [5.44399, 0.95789, -1.36150], [6.66621, 0.40095, -1.02142], [6.94987, 0.11396, 0.30778], [8.11469, -0.42907, 0.76081], [9.11542, -0.74736, -0.17463], [5.98983, 0.39545, 1.28140], [4.78037, 0.95116, 0.92892], [0.79305, 1.24683, -0.86355], [0.04670, 0.11657, -0.75191], [-1.31993, -0.05721, -0.82760], [-4.34938, -2.32121, 2.61057], [-3.07293, -1.40736, 3.42127], [-2.66783, -2.51823, 2.10893], [-2.59861, -0.17339, 1.30840], [-4.26531, 0.07718, 1.83331], [-5.99103, -1.13557, 0.91785], [-5.72426, -2.16441, -0.51778], [-6.98138, -0.09153, -1.13568], [-5.38910, -0.21223, -1.93875], [-7.21530, 1.75791, 0.67562], [-5.63341, 3.89751, 1.32677], [-3.32172, 3.40700, -0.03434], [-1.32337, -3.42061, -0.35532], [1.13513, -3.06771, -0.20123], [2.90073, 2.66242, -0.10280], [3.19037, 2.23836, -1.79115], [5.23890, 1.17131, -2.40072], [7.38218, 0.19557, -1.80158], [8.76640, -1.48832, -0.90112], [9.46902, 0.14316, -0.70492], [9.93598, -1.16987, 0.40334], [6.22142, 0.16551, 2.30933], [4.04654, 1.15978, 1.69305], [-2.00266, 0.75946, -1.00936]],
  "smiles": "CCN(CCn1cccn1)C(=O)c1ccc2nc(Cc3ccc(OC)cc3)oc2c1",
  "total_charge": 0,
  "homo_ha": -0.3082
}

***

{
  "formula": "C23H24N6O3S",
  "method": "ωB97M-V/def2-TZVPD",
  "species": ["O", "C", "N", "C", "C", "C", "C", "N", "S", "O", "O", "C", "C", "C", "C", "C", "C", "C", "C", "C", "N", "C", "C", "N", "N", "N", "C", "C", "C", "C", "C", "C", "C", "H", "H", "H", "H", "H", "H", "H", "H", "H", "H", "H", "H", "H", "H", "H", "H", "H", "H", "H", "H", "H", "H", "H", "H"],
  "coordinates": [[-1.32571, -3.28854, -2.82873], [-0.91158, -2.24104, -2.39609], [-1.80931, -1.15616, -2.24604], [-1.52232, 0.08263, -1.76716], [-2.65428, 1.07637, -1.66860], [-3.87308, 0.48067, -0.95218], [-3.44187, -0.07027, 0.41259], [-2.35960, 0.70141, 0.98166], [-0.97898, -0.11576, 1.42855], [-0.87787, -1.35475, 0.71432], [0.12894, 0.79205, 1.42625], [-1.34707, -0.52777, 3.17206], [-0.10301, -1.15237, 3.69675], [0.83626, -0.39085, 4.38137], [2.02948, -0.95702, 4.79359], [2.30005, -2.28629, 4.51669], [1.37243, -3.04829, 3.82603], [0.17716, -2.48520, 3.41710], [-2.29812, 2.09603, 0.61877], [-2.20153, 2.32674, -0.90371], [-0.33440, 0.45336, -1.42711], [0.59287, -0.52460, -1.51066], [0.40140, -1.83305, -1.98030], [1.58963, -2.47376, -1.88473], [2.44857, -1.66977, -1.40188], [1.88828, -0.47741, -1.16014], [2.60393, 0.61423, -0.55325], [2.36850, 1.87600, -1.33955], [1.55681, 2.87572, -0.82314], [1.30310, 4.01752, -1.56316], [1.85535, 4.16526, -2.82461], [2.66169, 3.16752, -3.34584], [2.91707, 2.02603, -2.60647], [-2.76358, -1.38171, -2.50057], [-2.93365, 1.35933, -2.69077], [-4.35040, -0.30923, -1.53291], [-4.60654, 1.27813, -0.81899], [-4.29455, -0.07058, 1.10547], [-3.07241, -1.09337, 0.31634], [-2.19342, -1.20691, 3.15025], [-1.59853, 0.40662, 3.66346], [0.63105, 0.64934, 4.58746], [2.75184, -0.35719, 5.32721], [3.23359, -2.72625, 4.83401], [1.58262, -4.08253, 3.59947], [-0.53850, -3.07357, 2.86363], [-3.19276, 2.58227, 1.02476], [-1.42130, 2.50044, 1.12103], [-2.83384, 3.17126, -1.18028], [-1.17345, 2.54664, -1.18410], [3.65823, 0.32623, -0.54235], [2.23447, 0.73773, 0.46957], [1.11970, 2.73830, 0.15407], [0.67122, 4.79466, -1.15722], [1.65626, 5.05598, -3.40248], [3.09169, 3.27848, -4.33047], [3.54290, 1.24468, -3.01408]],
  "smiles": "O=c1[nH]c(C2CCN(S(=O)(=O)Cc3ccccc3)CC2)nc2c1nnn2Cc1ccccc1",
  "total_charge": 0,
  "homo_ha": -0.3196
}

***

In eV, the E_LUMO values for the records above are, in order, 0.76; 0.29.
In eV, the Kohn-Sham gap values for the records above are, in order, 9.14; 8.99.
In eV, the energy above the lowest of the compared OMol25 structures with the same formula, charge and spin values for the records above are, in order, 2.057; 3.116.